Here is 6 unconnected molecules or ions with the total composition C24H30N6 from OMol25. Energies are from wB97M-V/def2-TZVPD.

Values from the calculation:
Kohn-Sham gap, eV: 8.29
SMILES: c1cc[nH]c1.c1cc[nH]c1.c1cc[nH]c1.c1cc[nH]c1.c1cc[nH]c1.c1cc[nH]c1
Strongest force on any atom, eV/A: 3.82
Relative energy (zero: lowest compared OMol25 entry of this formula, charge and spin), kJ/mol: 156.6

Last column: Mulliken charge in e.
Cartesian coordinates (Å):
1 N -0.050 -2.213 3.371  0.0969
2 C 0.944 -3.080 3.757  -0.2853
3 C 1.278 -2.848 5.131  -0.6982
4 C 0.467 -1.749 5.524  -0.5444
5 C -0.393 -1.373 4.467  -0.2964
6 H -0.474 -2.141 2.457  0.2629
7 H 1.327 -3.755 3.005  0.4109
8 H 2.122 -3.329 5.601  0.3732
9 H 0.388 -1.288 6.498  0.4007
10 H -1.157 -0.617 4.363  0.2841
11 N -1.573 2.598 -3.830  0.1020
12 C -0.273 2.297 -4.044  -0.6679
13 C 0.554 3.275 -3.488  -0.2486
14 C -0.341 4.276 -3.029  -0.2158
15 C -1.641 3.820 -3.218  -0.9062
16 H -2.395 2.095 -4.131  0.2065
17 H 0.005 1.373 -4.530  0.4746
18 H 1.623 3.222 -3.342  0.4865
19 H 0.020 5.199 -2.600  0.3732
20 H -2.603 4.276 -3.039  0.3605
21 N 0.321 -2.187 -3.044  0.0378
22 C 1.091 -3.278 -3.213  -0.4312
23 C 2.421 -3.040 -2.974  -0.9517
24 C 2.449 -1.712 -2.592  0.1154
25 C 1.145 -1.204 -2.646  -0.4227
26 H -0.685 -2.101 -3.044  0.2248
27 H 0.671 -4.254 -3.406  0.3948
28 H 3.212 -3.752 -3.160  0.3971
29 H 3.305 -1.137 -2.270  0.3512
30 H 0.759 -0.233 -2.372  0.2732
31 N -0.914 2.035 -0.279  0.2365
32 C -1.935 1.756 0.527  -0.8141
33 C -1.498 0.876 1.551  -0.6141
34 C -0.228 0.507 1.123  -0.2146
35 C 0.117 1.218 0.007  -0.6012
36 H -0.875 2.664 -1.068  0.2366
37 H -2.873 2.291 0.522  0.3832
38 H -2.001 0.573 2.458  0.4389
39 H 0.467 -0.152 1.622  0.5526
40 H 1.092 1.288 -0.453  0.4460
41 N -6.640 -2.230 2.915  0.0259
42 C -5.593 -1.884 3.756  -0.7851
43 C -4.493 -1.622 2.974  0.0818
44 C -4.955 -1.757 1.684  -0.5762
45 C -6.238 -2.094 1.655  -0.5313
46 H -7.524 -2.557 3.278  0.1977
47 H -5.759 -1.956 4.820  0.3596
48 H -3.483 -1.379 3.269  0.4852
49 H -4.338 -1.601 0.812  0.3924
50 H -6.852 -2.397 0.820  0.3648
51 N 6.283 1.977 -1.729  -0.0222
52 C 5.942 2.431 -0.462  -0.4924
53 C 4.584 2.236 -0.228  -0.6464
54 C 4.046 1.483 -1.362  0.4432
55 C 5.147 1.365 -2.237  -0.8523
56 H 7.136 2.110 -2.252  0.2095
57 H 6.613 2.986 0.177  0.3694
58 H 4.106 2.521 0.697  0.4081
59 H 3.035 1.146 -1.534  0.1775
60 H 5.115 1.028 -3.263  0.3833

Cartesian forces (eV/Å) of the 6 atoms listed first:
N -0.099 0.875 2.087
C -0.159 0.649 1.279
C -0.669 0.329 -3.082
C -1.472 0.356 -0.794
C 1.936 -1.873 -0.428
H 0.179 -0.149 0.186

=====

Here is a single C9H10BN2O7P molecule from OMol25. Energies are from wB97M-V/def2-TZVPD.

Values from the calculation:
Kohn-Sham gap, eV: 9.15
SMILES: NB(O)c1cc(O)c2c(c1)C(=O)N(CP(=O)(O)O)C2=O
Strongest force on any atom, eV/A: 1.81

Last column: Mulliken charge in e.
Cartesian coordinates (Å):
1 N -1.564 1.079 -4.769  -0.5234
2 B -1.709 0.387 -3.521  0.3476
3 O -2.830 -0.415 -3.354  -0.5646
4 C -0.664 0.424 -2.327  0.2571
5 C 0.036 1.545 -1.952  -0.9361
6 C 0.903 1.532 -0.886  0.1866
7 O 1.578 2.668 -0.537  -0.6104
8 C 1.059 0.373 -0.193  0.6019
9 C 0.387 -0.775 -0.586  0.2355
10 C -0.463 -0.767 -1.635  -0.3549
11 C 0.800 -1.902 0.344  -0.0663
12 O 0.667 -3.092 0.224  -0.5585
13 N 1.457 -1.222 1.392  0.0948
14 C 1.138 -1.530 2.778  -0.7520
15 P -0.344 -0.667 3.439  1.0647
16 O -1.450 -1.619 3.551  -0.6925
17 O -0.718 0.626 2.575  -0.4485
18 O 0.002 -0.145 4.930  -0.5711
19 C 1.897 0.057 1.026  0.2501
20 O 2.775 0.705 1.550  -0.5781
21 H -2.381 1.660 -4.913  0.2499
22 H -0.721 1.637 -4.803  0.2542
23 H -3.141 -0.295 -2.450  0.3240
24 H -0.126 2.451 -2.524  0.4587
25 H 2.508 2.438 -0.428  0.3248
26 H -0.985 -1.683 -1.888  0.5587
27 H 2.004 -1.392 3.430  0.3766
28 H 0.902 -2.595 2.819  0.4206
29 H -0.749 1.379 3.185  0.3182
30 H -0.268 -0.860 5.520  0.3322

Cartesian forces (eV/Å) of the 6 atoms listed first:
N 0.167 0.263 1.199
B -0.046 -0.347 -0.254
O -0.060 0.951 0.051
C -0.573 -0.558 -0.720
C -0.557 0.662 -0.773
C 0.822 0.994 0.255

=====

Here is a molecular structure, C8H14O2 from OMol25. Energies are from wB97M-V/def2-TZVPD.

Values from the calculation:
Kohn-Sham gap, eV: 8.47
Strongest force on any atom, eV/A: 7.11
Relative energy (zero: lowest compared OMol25 entry of this formula, charge and spin), kJ/mol: 400.6

Last column: Mulliken charge in e.
Cartesian coordinates (Å):
1 C 0.426 -0.018 0.910  1.5599
2 C 0.511 -0.679 -0.525  -0.5064
3 C -1.296 -0.120 -0.826  0.3235
4 C 1.821 -0.021 -0.943  -0.6840
5 C -0.131 -0.906 2.006  -1.8583
6 C 0.237 1.468 1.159  -1.4569
7 C -1.185 0.717 -2.064  -1.3995
8 C 1.906 -0.491 0.502  0.3393
9 O -1.973 -1.294 -1.070  -0.5888
10 O 2.760 -1.009 1.223  -0.6577
11 H -2.129 -1.749 -0.227  0.3781
12 H 0.294 -1.713 -0.788  0.4690
13 H -1.776 0.412 -0.006  0.3335
14 H 2.425 -0.599 -1.641  0.3166
15 H 1.843 1.049 -1.160  0.2010
16 H -0.815 1.727 1.335  0.3688
17 H -1.207 -0.736 2.144  0.3812
18 H 0.398 -0.713 2.943  0.4189
19 H 0.029 -1.966 1.792  0.3727
20 H 0.582 2.084 0.326  0.2823
21 H 0.804 1.761 2.048  0.3897
22 H -0.723 0.153 -2.877  0.3208
23 H -2.186 1.018 -2.395  0.4228
24 H -0.613 1.624 -1.866  0.2735

Cartesian forces (eV/Å) of the 6 atoms listed first:
C 4.076 -3.195 0.452
C -6.453 2.609 -1.453
C 2.422 -0.660 -1.787
C -0.143 -1.824 0.213
C 0.049 0.124 -0.009
C -0.274 -0.063 -0.693

=====

Which value of strongest force on any atom does entry 2 give?
1.81 eV/A